No. 1
{"formula": "C2H7Cl3NSi", "method": "wB97M-V/def2-TZVPD", "homo_energy_ev": [-9.592, -15.529], "homo_lumo_gap_ev": [6.1, 9.4], "molar_mass_g_mol": 179.53, "s_squared": 2.01, "total_charge": 1, "multiplicity": 3, "e_tot_ev": -49113.684, "elements": ["C", "C", "N", "Si", "Cl", "Cl", "Cl", "H", "H", "H", "H", "H", "H", "H"], "coordinates": [[0.390, -0.572, -1.481], [-0.190, 0.274, -0.233], [0.959, 0.820, 0.644], [-1.851, 0.958, -0.115], [-2.437, 1.861, 1.556], [-3.302, 0.484, -1.265], [1.305, -1.983, 1.666], [1.397, -0.849, -1.236], [-0.291, -1.368, -1.462], [0.280, -0.078, -2.510], [0.045, -2.059, 1.839], [1.096, -0.081, 1.176], [1.850, 0.988, 0.165], [0.750, 1.604, 1.255]], "lowdin_charge": [-0.05, -0.37, 0.13, -0.34, 0.34, 0.44, 0.51, 0.05, 0.05, 0.12, -0.16, -0.02, 0.17, 0.14]}

---

No. 2
{"formula": "C2H7ClNO4", "method": "wB97M-V/def2-TZVPD", "homo_energy_ev": -14.613, "homo_lumo_gap_ev": 11.2, "molar_mass_g_mol": 144.53, "total_charge": 1, "smiles": "[NH3+]C(O)(O)C(O)(O)Cl", "multiplicity": 1, "e_tot_ev": -24381.498, "elements": ["N", "C", "O", "O", "C", "O", "O", "Cl", "H", "H", "H", "H", "H", "H", "H"], "coordinates": [[1.555, -0.588, -0.370], [0.298, 0.295, -0.531], [0.628, 1.545, -0.680], [-0.450, -0.023, -1.599], [-0.775, -0.034, 0.998], [-1.734, -0.760, 0.453], [-1.139, 1.130, 1.531], [0.152, -1.183, 2.049], [1.248, -1.242, 0.441], [2.412, -0.139, -0.324], [1.467, -1.278, -1.188], [0.488, 1.806, -1.580], [-1.159, -0.821, -1.265], [-2.559, -0.393, 0.418], [-0.431, 1.683, 1.647]], "lowdin_charge": [0.24, -0.57, 0.14, 0.05, -0.79, 0.04, 0.14, 0.81, 0.05, 0.13, 0.21, 0.14, 0.23, 0.11, 0.09]}

---

No. 3
{"formula": "C2H7ClNP", "method": "wB97M-V/def2-TZVPD", "homo_energy_ev": [-7.201, -6.838], "homo_lumo_gap_ev": [8.0, 7.4], "molar_mass_g_mol": 111.51, "multiplicity": 1, "e_tot_ev": -25484.571, "elements": ["C", "C", "N", "P", "Cl", "H", "H", "H", "H", "H", "H", "H"], "coordinates": [[-1.265, -0.107, 0.252], [1.208, 0.058, -0.463], [1.794, -1.163, -0.202], [-1.724, 1.594, -0.034], [1.749, 1.320, 0.510], [-1.414, -0.384, 1.231], [-1.815, -0.827, -0.345], [0.909, 0.365, -1.421], [2.596, -1.291, 0.379], [1.927, -1.849, -0.986], [-1.043, 1.704, -1.221], [-0.933, 2.226, 0.739]], "lowdin_charge": [-0.39, -0.73, -0.03, 0.71, 0.64, -0.05, 0.00, 0.03, 0.06, 0.11, -0.13, -0.22]}

---

No. 4
{"formula": "C2H7ClNPS", "method": "wB97M-V/def2-TZVPD", "homo_energy_ev": -9.335, "homo_lumo_gap_ev": 10.1, "molar_mass_g_mol": 143.58, "smiles": "NP(S)Cl.C=C", "multiplicity": 1, "e_tot_ev": -36323.957, "elements": ["N", "P", "S", "Cl", "H", "H", "H", "C", "C", "H", "H", "H", "H"], "coordinates": [[3.266, 0.712, -0.713], [1.702, 0.050, -0.529], [1.043, 1.421, 0.861], [2.342, -1.508, 0.563], [3.448, 1.489, -0.090], [3.472, 0.820, -1.661], [-0.185, 1.501, 0.339], [-2.535, -0.819, -0.429], [-2.408, -0.644, 0.874], [-2.203, -1.690, -1.026], [-3.055, -0.173, -0.996], [-1.911, -1.328, 1.411], [-2.976, 0.170, 1.394]], "lowdin_charge": [-0.34, 0.06, 0.35, 0.14, 0.00, -0.01, -0.21, -0.07, -0.07, 0.07, 0.00, 0.00, 0.08]}

---

No. 5
{"formula": "C2H7ClO2Si", "method": "wB97M-V/def2-TZVPD", "homo_energy_ev": [-8.273, -8.104], "homo_lumo_gap_ev": [8.6, 8.3], "molar_mass_g_mol": 126.61, "multiplicity": 1, "e_tot_ev": -26680.446, "elements": ["C", "C", "O", "O", "Si", "Cl", "H", "H", "H", "H", "H", "H", "H"], "coordinates": [[-1.563, 0.754, 0.140], [-2.235, -1.562, -0.262], [1.826, -0.089, 0.651], [-1.673, -0.350, -0.511], [2.506, 0.935, -0.447], [2.038, 0.499, -2.388], [-1.322, 1.560, -0.502], [-2.290, 0.930, 0.932], [3.959, 0.680, -0.343], [-1.979, -2.350, -1.055], [-2.513, -1.826, 0.725], [0.997, -0.424, 0.602], [1.947, 2.131, -0.128]], "lowdin_charge": [-0.06, 0.00, -0.23, -0.19, 0.11, 0.24, 0.06, 0.08, -0.04, 0.09, 0.05, -0.04, -0.08]}

---

No. 6
{"formula": "C2H7ClOSi", "method": "wB97M-V/def2-TZVPD", "homo_energy_ev": -10.419, "homo_lumo_gap_ev": 11.0, "molar_mass_g_mol": 110.62, "smiles": "C[Si](C)(O)Cl", "multiplicity": 1, "e_tot_ev": -24638.009, "elements": ["C", "Si", "C", "O", "Cl", "H", "H", "H", "H", "H", "H", "H"], "coordinates": [[0.130, -0.288, -1.534], [0.307, 0.821, 0.031], [-0.091, -0.106, 1.694], [-0.751, 2.064, 0.047], [2.228, 1.592, -0.095], [0.866, 0.038, -2.303], [0.347, -1.304, -1.034], [-0.759, -0.480, -2.018], [0.375, -1.068, 1.701], [0.492, 0.473, 2.338], [-1.143, 0.059, 1.920], [-0.905, 2.600, -0.753]], "lowdin_charge": [-0.20, 0.06, -0.15, -0.20, 0.31, 0.03, 0.05, -0.02, 0.02, -0.01, 0.04, 0.07]}

---

No. 7
{"formula": "C2H7IP2", "method": "wB97M-V/def2-TZVPD", "homo_energy_ev": -8.872, "homo_lumo_gap_ev": 8.9, "molar_mass_g_mol": 219.93, "smiles": "CC[PH]#[PH]I", "multiplicity": 1, "e_tot_ev": -28864.566, "elements": ["C", "C", "P", "P", "I", "H", "H", "H", "H", "H", "H", "H"], "coordinates": [[-0.842, -0.423, -1.148], [0.447, -0.997, -0.540], [0.482, -0.421, 1.283], [0.762, 1.792, 0.992], [-1.563, 2.467, 0.904], [-1.492, -0.640, -0.261], [-0.884, 0.576, -1.487], [-1.192, -1.148, -1.935], [1.309, -0.616, -0.981], [0.346, -2.111, -0.361], [2.117, -0.494, 1.241], [0.510, 2.013, 2.293]], "lowdin_charge": [-0.25, -0.57, 0.53, 0.10, 0.27, 0.03, 0.01, 0.08, 0.02, 0.08, -0.03, -0.27]}

---

No. 8
{"formula": "C2H7MgO3", "method": "wB97M-V/def2-TZVPD", "homo_energy_ev": -14.466, "homo_lumo_gap_ev": 8.5, "molar_mass_g_mol": 103.38, "total_charge": 1, "multiplicity": 1, "e_tot_ev": -13768.351, "elements": ["O", "C", "C", "O", "H", "H", "H", "H", "H", "H", "Mg", "O", "H"], "coordinates": [[0.724, 0.847, 0.161], [-0.683, 0.761, 0.421], [-1.305, -0.414, -0.311], [-2.658, -0.462, 0.076], [0.963, 1.208, -0.756], [-1.147, 1.708, 0.120], [-0.795, 0.636, 1.505], [-0.773, -1.340, -0.033], [-1.198, -0.269, -1.399], [-3.080, -1.229, -0.318], [2.240, -0.053, 1.049], [3.661, -0.284, -0.114], [4.051, -1.110, -0.401]], "lowdin_charge": [-0.15, -0.18, -0.25, -0.03, 0.19, 0.15, 0.14, 0.13, 0.14, 0.11, 1.18, -0.40, -0.03]}

---

No. 9
{"formula": "C2H7N", "method": "wB97M-V/def2-TZVPD", "homo_energy_ev": -9.725, "homo_lumo_gap_ev": 10.9, "molar_mass_g_mol": 45.09, "smiles": "C=C.N", "multiplicity": 1, "e_tot_ev": -3676.498, "elements": ["C", "C", "H", "H", "H", "H", "N", "H", "H", "H"], "coordinates": [[-1.292, 0.264, -0.691], [-0.935, 1.120, -1.641], [-2.294, 0.286, -0.279], [-0.616, -0.542, -0.430], [-1.726, 1.668, -2.147], [0.020, 1.105, -2.137], [1.672, -0.784, 1.834], [2.207, -0.886, 2.678], [2.193, -1.000, 1.001], [0.771, -1.232, 1.812]], "lowdin_charge": [-0.08, -0.08, 0.05, 0.03, 0.04, 0.04, 0.01, 0.00, 0.00, -0.01]}

---

No. 10
{"formula": "C2H7N", "method": "wB97M-V/def2-TZVPD", "homo_energy_ev": -9.387, "homo_lumo_gap_ev": 10.6, "molar_mass_g_mol": 45.08, "smiles": "CCN", "multiplicity": 1, "e_tot_ev": -3677.433, "elements": ["C", "C", "N", "H", "H", "H", "H", "H", "H", "H"], "coordinates": [[0.763, -0.871, -0.180], [-0.449, -0.056, 0.321], [-0.576, 1.189, -0.431], [0.761, -1.896, 0.244], [0.728, -0.918, -1.268], [1.757, -0.446, 0.138], [-1.350, -0.626, 0.108], [-0.413, 0.110, 1.402], [0.174, 1.837, -0.214], [-1.396, 1.676, -0.118]], "lowdin_charge": [-0.12, -0.36, -0.03, 0.07, 0.06, 0.08, 0.10, 0.09, 0.06, 0.05]}

---

What is the multiplicity in the first record?
3